No. 1
Below is a structure of composition C2F3I3NO, with properties calculated with ωB97M-V with the def2-TZVPD basis set.

The geometry in XYZ format:
```
10
Properties=species:S:1:pos:R:3
F 3.09 0.06 -1.14
C 1.87 0.16 -0.51
I -4.13 -1.06 0.35
F 2.25 0.70 0.70
N 0.96 0.83 -1.22
I -1.63 1.74 1.14
C -2.07 -0.23 0.24
F -1.40 -1.00 1.06
O -0.23 0.78 -0.80
I 1.27 -1.98 0.18
```

Properties
Gap between HOMO and LUMO (spin up / spin down) ... 5.64 / 7.53 eV
Energy above the lowest of the compared OMol25 structures with the same formula, charge and spin ... 210.9 kJ/mol
Strongest force on any atom ... 3.35 eV/A
Lowest unoccupied orbital energy (spin up / spin down) ... 1.4 / 2.6 eV
Total charge ... -1



No. 2
Below is a cluster of 9 separate species, C26H55Cl2N5O16 in total, with properties calculated with ωB97M-V with the def2-TZVPD basis set.

The geometry in XYZ format:
```
104
Properties=species:S:1:pos:R:3
H 4.01 1.16 -1.75
C -2.00 5.55 0.26
H -4.89 -3.48 -6.06
C -0.52 -1.27 0.06
C -1.90 -2.89 5.65
H 2.86 4.25 -3.24
C -2.80 -0.84 -0.86
H -6.42 -2.56 -4.31
H 4.24 0.85 -8.27
C 3.23 2.12 -3.25
N -3.69 -3.15 0.49
H 6.02 2.42 -7.77
H 1.44 5.77 1.90
H 6.22 -1.97 0.76
O -4.46 -2.01 -3.85
C 3.55 3.53 -2.80
O -3.78 -4.60 -4.73
H 3.86 5.06 2.80
O 4.18 1.21 -2.70
C -4.12 -1.25 -0.96
H -7.67 -3.75 2.80
H 3.93 0.94 6.61
C 5.79 -1.19 0.13
Cl 3.80 -2.93 -0.52
O 2.65 4.44 0.96
O 5.89 0.19 4.98
H 0.08 -2.61 3.91
H -3.22 4.19 -0.86
C 1.64 4.70 1.95
H 2.21 1.83 -2.95
H 1.43 4.54 4.09
O 3.36 5.00 3.63
O 6.08 -0.25 -7.51
H -2.63 -2.22 4.00
H -0.28 -4.30 5.40
N 1.33 -1.25 1.36
C 3.98 1.49 5.67
H -1.46 3.78 0.89
O -1.68 4.62 1.31
C -5.46 -3.02 -4.04
H -2.33 -3.38 6.53
H -1.25 -2.07 5.99
H -3.58 5.91 -1.16
C 1.94 -0.77 0.29
H 3.99 -0.28 4.43
H -6.38 -4.47 0.77
C -4.49 -2.40 -0.27
H -1.19 5.59 -0.47
C -1.11 -3.87 4.82
C 2.16 4.31 3.31
N 1.38 -0.48 -0.88
C 4.32 -1.39 0.07
C -1.95 -1.62 -0.08
H -5.74 -4.80 -5.21
H -8.35 -6.38 1.40
H 6.04 -0.23 0.55
O -7.11 -5.05 0.51
H -3.24 -3.90 -4.32
C -3.31 5.18 -0.39
H -5.57 -3.52 -3.08
N 0.04 -1.51 1.24
H 6.72 0.90 -5.90
O -0.61 -3.23 3.65
H 6.85 0.06 -8.01
C 3.40 -0.51 0.41
H -9.06 -3.88 0.82
H -8.84 -4.95 3.40
O 4.09 1.70 -7.84
C -2.42 -2.75 0.58
H -6.86 -6.06 2.32
H 2.36 3.23 3.32
H -1.75 -4.68 4.48
O 4.87 3.88 -3.20
C -7.65 -5.60 1.72
H -4.83 -0.71 -1.55
N 0.10 -0.75 -1.00
H -2.08 6.53 0.74
H 3.31 2.05 -4.33
O -4.36 5.15 0.56
O -2.97 -2.35 4.89
C -8.38 -4.53 2.50
H 4.67 1.17 3.66
H 6.30 0.94 5.43
H 4.74 3.23 5.17
C -5.01 -4.00 -5.09
H 0.73 4.17 1.71
H 5.40 3.09 -3.08
H -5.52 -2.73 -0.36
H 5.02 2.71 -6.33
H -1.76 -3.35 1.19
H 2.74 3.49 0.92
H 2.97 1.82 5.39
C 5.81 0.71 -6.48
O 4.81 2.63 5.92
C 5.27 1.98 -7.10
H 6.23 -1.29 -0.85
H -2.43 0.03 -1.39
H 5.07 0.25 -5.83
Cl 3.77 1.08 0.99
H -4.45 -1.45 -4.63
O -9.41 -3.95 1.72
C 4.59 0.61 4.60
H -3.99 4.77 1.37
H 3.48 3.60 -1.71
```

Properties
Gap between HOMO and LUMO ... 8.57 eV
Structure (SMILES) ... C/C(Cl)=C(\Cl)c1nnc(-c2cccnc2)nn1.OCCO.OCCO.OCCO.OCCO.OCCO.OCCO.OCCO.OCCO
Energy above the lowest of the compared OMol25 structures with the same formula, charge and spin ... 0.0 kJ/mol
Strongest force on any atom ... 0.81 eV/A
Lowest unoccupied orbital energy ... -1.5 eV
Total charge ... 0



No. 3
Below is a structure of composition C37H35F6N8PSTi, with properties calculated with ωB97M-V with the def2-TZVPD basis set.

The geometry in XYZ format:
```
89
Properties=species:S:1:pos:R:3
C 2.92 1.09 -0.31
C 3.06 1.62 2.04
C -0.36 3.43 5.25
S -0.74 5.56 6.23
H 3.10 -4.51 1.00
H 3.19 -1.38 0.57
H 0.34 -1.07 6.24
C 2.22 0.21 -1.31
C 0.77 -3.21 1.21
C 3.45 -0.62 1.31
H 3.42 -6.87 0.36
F -2.34 -0.91 2.08
H 0.22 2.58 -0.71
C -2.42 1.23 -5.11
C -0.02 1.68 3.59
P -1.64 1.10 -2.02
F 0.75 -9.03 -1.31
C -0.37 4.87 1.74
C -1.87 -0.33 0.94
C 2.24 -5.13 0.78
C 1.32 -7.25 0.13
C -0.46 4.39 4.19
C -2.62 3.35 -4.09
F 2.75 -9.03 -0.49
C -2.96 2.38 -1.80
N -0.50 3.98 6.45
N -1.70 2.36 -4.52
H 2.63 -1.09 -4.42
H -0.23 2.79 -3.09
N 0.22 0.38 3.20
C 0.33 -0.55 4.19
H 4.00 1.15 -0.50
C -0.12 2.02 4.98
H 0.54 -2.25 -3.75
H -0.47 -1.80 -1.55
H -1.14 -4.97 0.62
C -0.80 1.93 -3.44
N 2.67 0.60 1.06
C 0.96 -4.58 0.85
H 2.82 1.28 3.04
H -0.14 4.99 -0.43
C -4.31 1.57 -3.74
C 2.42 -6.46 0.42
C -2.67 -0.05 -3.06
H -3.21 3.73 -4.92
C 0.44 -1.27 -1.84
C 2.18 -0.89 -3.46
H -0.07 1.32 6.98
H 4.52 -0.40 1.26
H -3.39 -0.55 -2.41
C -0.14 2.60 2.57
H -0.82 -7.33 -0.03
H -4.88 1.97 -4.58
H -2.11 4.17 -3.58
H -2.97 1.58 -5.98
H 3.74 0.43 -2.82
H -2.53 3.28 -1.34
F -2.30 -1.20 -0.06
H 3.20 -1.01 2.30
N -0.67 5.62 4.61
H -0.07 1.22 -3.85
C 2.80 -0.03 -2.56
C 1.01 -0.37 -0.93
N -3.36 0.61 -4.18
C -0.14 -5.39 0.56
C -0.18 4.33 0.43
H -4.98 1.15 -2.99
C 0.24 -0.27 5.52
H -3.73 2.00 -1.12
H 0.50 -1.56 3.83
C 1.48 -8.70 -0.23
C 1.00 -1.53 -3.08
H -2.01 -0.82 -3.46
H -4.34 3.48 -2.90
H 2.53 2.11 -0.35
N -3.63 2.77 -3.08
H 2.50 2.54 1.85
Ti 0.32 0.07 1.12
F -2.72 0.76 0.77
C 0.60 -2.03 1.47
C 0.01 1.06 5.93
N 0.02 2.08 1.29
H -1.69 0.48 -5.43
H -0.51 5.93 1.91
H 4.13 1.83 1.97
C -0.33 4.00 2.79
C 0.01 3.00 0.27
F 1.07 -9.51 0.77
C 0.04 -6.71 0.20
```

Properties
Gap between HOMO and LUMO (spin up / spin down) ... 4.30 / 4.28 eV
Energy above the lowest of the compared OMol25 structures with the same formula, charge and spin ... 26.4 kJ/mol
Strongest force on any atom ... 0.53 eV/A
Lowest unoccupied orbital energy (spin up / spin down) ... -0.8 / -0.8 eV
Total charge ... 0